136
Properties=species:S:1:pos:R:3:lowdin_charge:R:1 method="wB97M-V/def2-TZVPD" smiles=COC[C@H](C)N.COC[C@H](C)N.COC[C@H](C)N.COC[C@H](C)N.COC[C@H](C)N.COC[C@H](C)N.COC[C@H](C)N.COC[C@H](C)N spin_multiplicity=1 relative_energy_kcal_mol=140.8 e_homo_ev=-8.87 e_tot_ev=-62902.6599 lumo_energy_ha=0.0114
C -2.7402 7.7633 -5.7095 -0.0772
O -2.9293 6.5305 -4.9443 -0.1838
C -3.3924 5.4860 -5.7854 -0.2252
C -3.6999 4.1397 -5.1192 -0.4684
C -2.5397 3.4500 -4.3884 -0.0609
N -4.1568 3.2473 -6.1504 0.0232
H -3.7670 8.1276 -5.6745 0.0836
H -2.3542 7.7031 -6.7271 0.0838
H -2.0906 8.4269 -5.1389 0.0813
H -4.3865 5.6987 -6.1785 0.1177
H -2.7162 5.1910 -6.5878 0.1271
H -4.4940 4.2144 -4.3763 0.1303
H -2.9377 2.5897 -3.8503 0.0701
H -2.1126 4.0893 -3.6156 0.0740
H -1.6971 3.1559 -5.0143 0.0813
H -5.0575 3.5146 -6.5210 0.0750
H -4.1291 2.3497 -5.6880 0.0684
C 6.6037 5.0201 5.2028 -0.0912
O 5.1811 5.1528 5.1030 -0.1866
C 4.5440 4.0896 5.7140 -0.2332
C 2.9909 4.2419 5.5051 -0.4140
C 2.3473 2.9870 5.9698 -0.1038
N 2.7343 4.3280 4.0469 0.0352
H 6.9463 4.8520 6.2237 0.0900
H 7.1146 5.8565 4.7257 0.0866
H 6.9622 4.2373 4.5344 0.0845
H 4.9972 3.1450 5.4131 0.1264
H 4.6653 4.1171 6.7968 0.1209
H 2.5839 5.0865 6.0611 0.1343
H 2.8498 2.1562 5.4744 0.0808
H 1.2593 2.9286 5.9378 0.0788
H 2.5745 2.8425 7.0260 0.0735
H 3.4850 4.8909 3.6730 0.0519
H 1.8774 4.7682 3.7436 0.0663
C -3.1028 2.2001 1.3109 -0.0621
O -2.2549 1.2770 0.5150 -0.2162
C -1.3432 0.6570 1.4339 -0.2091
C -0.4347 -0.4029 0.6851 -0.3976
C 0.6313 0.3203 -0.1742 -0.0701
N -1.3329 -1.1705 -0.1852 0.0278
H -4.0041 2.5455 0.8046 0.0850
H -2.4037 3.0355 1.3502 0.0788
H -3.2434 1.9784 2.3688 0.0805
H -0.7100 1.4792 1.7673 0.1118
H -1.8156 0.2054 2.3063 0.1144
H 0.1005 -1.0977 1.3323 0.1265
H 0.1488 0.8705 -0.9820 0.0720
H 1.2823 -0.3362 -0.7516 0.0697
H 1.3234 0.9762 0.3539 0.0743
H -1.6833 -0.3799 -0.7070 0.0489
H -2.1249 -1.4629 0.3692 0.0650
C -0.9833 -6.0920 4.6819 -0.0767
O -0.0547 -6.4665 5.7114 -0.1987
C -0.1187 -7.7825 6.2098 -0.2331
C 1.1756 -8.1982 6.8069 -0.4717
C 1.1623 -9.6660 7.2796 -0.0686
N 1.4162 -7.5302 8.0171 0.0216
H -2.0214 -6.3454 4.8970 0.0829
H -0.5881 -6.7113 3.8767 0.0864
H -0.9747 -5.0218 4.4755 0.0858
H -0.8587 -7.9979 6.9806 0.1318
H -0.2846 -8.3988 5.3262 0.1234
H 2.0150 -7.9670 6.1511 0.1479
H 1.0884 -10.3345 6.4219 0.0685
H 0.2779 -9.9119 7.8675 0.0746
H 1.9731 -10.1319 7.8395 0.0787
H 1.2017 -6.5688 7.7937 0.0703
H 0.7387 -7.7473 8.7340 0.0770
C 3.6140 5.7662 -1.6210 -0.1034
O 4.5199 6.6849 -2.1936 -0.1770
C 5.5583 7.1079 -1.3923 -0.2046
C 5.2256 8.3973 -0.4576 -0.4456
C 4.7270 9.6275 -1.2478 -0.0620
N 6.3831 8.8142 0.2419 0.0266
H 4.1154 4.8656 -1.2664 0.0866
H 2.8752 5.4529 -2.3587 0.0871
H 2.9879 6.1612 -0.8211 0.0832
H 5.9115 6.2947 -0.7582 0.1178
H 6.3232 7.5446 -2.0343 0.1229
H 4.4314 8.0638 0.2103 0.1203
H 5.5386 10.0469 -1.8425 0.0711
H 4.4593 10.4151 -0.5434 0.0775
H 3.9239 9.3580 -1.9337 0.0738
H 6.9626 7.9995 0.0984 0.0594
H 6.7964 9.6029 -0.2346 0.0663
C -6.8132 -1.7092 4.8899 -0.0907
O -7.3958 -0.8545 3.8943 -0.1942
C -8.7554 -1.1319 3.7131 -0.2331
C -9.2084 -0.2668 2.5119 -0.4137
C -9.2848 1.2598 2.8962 -0.0548
N -10.5495 -0.6723 2.1492 0.0143
H -6.9439 -1.1833 5.8357 0.0870
H -5.7768 -1.7445 4.5544 0.0852
H -7.1853 -2.7310 4.9645 0.0830
H -8.9615 -2.1930 3.5728 0.1178
H -9.3687 -0.8088 4.5542 0.1239
H -8.5336 -0.3850 1.6641 0.1279
H -10.2015 1.3979 3.4696 0.0741
H -9.1049 1.9723 2.0912 0.0699
H -8.5293 1.5831 3.6123 0.0650
H -10.5119 -1.4896 1.5570 0.0704
H -11.1226 0.0425 1.7241 0.0677
C -1.4423 -5.1550 -10.3790 -0.1668
O -1.6497 -4.2126 -9.3896 -0.2072
C -1.5540 -4.7773 -8.0032 -0.1377
C -1.5756 -3.7371 -6.8268 -0.4020
C -0.2865 -2.8515 -6.9040 -0.0568
N -1.7442 -4.4950 -5.6007 0.0196
H -1.6091 -4.7485 -11.3765 0.0834
H -2.2063 -5.9284 -10.2996 0.0831
H -0.4200 -5.5326 -10.4014 0.0848
H -2.4144 -5.4449 -7.9565 0.1086
H -0.6843 -5.4336 -7.9708 0.1138
H -2.4405 -3.0748 -6.8656 0.1328
H -0.0098 -2.3835 -5.9593 0.0649
H -0.5708 -1.9810 -7.4953 0.0710
H 0.6133 -3.3380 -7.2803 0.0739
H -0.9024 -4.5725 -5.0481 0.0668
H -2.2372 -3.8947 -4.9551 0.0674
C 4.8546 -4.8884 0.8775 -0.1135
O 5.9692 -4.9414 -0.0387 -0.2111
C 5.5653 -5.7320 -1.2293 -0.1391
C 4.7128 -4.8657 -2.3594 -0.3990
C 4.6015 -5.5929 -3.7139 -0.0644
N 5.4721 -3.6691 -2.6538 0.0108
H 3.8564 -4.8202 0.4452 0.0797
H 4.9940 -3.9881 1.4759 0.0824
H 4.8638 -5.7002 1.6049 0.0801
H 6.5191 -5.9873 -1.6911 0.1091
H 5.1903 -6.7074 -0.9196 0.1079
H 3.8130 -4.4826 -1.8782 0.1178
H 4.2875 -6.6160 -3.5072 0.0746
H 5.5606 -5.5280 -4.2278 0.0710
H 3.9269 -5.0513 -4.3770 0.0762
H 5.9594 -3.4908 -1.7873 0.0585
H 6.1680 -3.8673 -3.3584 0.0589

132
Properties=species:S:1:pos:R:3:mulliken_spin:R:1 method="wB97M-V/def2-TZVPD" spin_multiplicity=2 relative_energy_kcal_mol=0.0 e_homo_ev="0.42 / -7.31" e_tot_ev=-59178.1056 total_charge=-1 lumo_energy_ha="0.0741 / 0.0722"
C 0.4137 3.4187 5.5417 0.0003
C 0.0735 2.1486 4.7084 -0.0029
C 1.0708 1.8625 3.5557 0.0049
O 0.1450 1.0797 5.5523 0.0005
H 0.3193 4.2553 4.8495 0.0002
H 1.3965 3.3516 6.0084 -0.0002
H -0.2792 3.5967 6.3640 0.0000
H -0.9358 2.1636 4.2969 0.0007
H 1.0522 2.6758 2.8301 0.0004
H 0.7158 1.0216 2.9600 -0.0027
H 2.1033 1.6523 3.8345 0.0007
H -0.4586 1.2587 6.2770 -0.0001
C -4.5204 1.8190 -4.4542 0.1466
C -3.9457 2.7323 -3.4213 0.0500
C -2.4676 2.4184 -3.1550 0.0913
O -3.8632 4.0853 -3.8678 -0.0481
H -4.5014 0.7693 -4.1612 0.0027
H -4.1127 1.9171 -5.4603 0.0221
H -5.5708 2.0496 -4.6319 -0.1013
H -4.4192 2.5943 -2.4493 0.0083
H -1.8231 2.5480 -4.0245 -0.0143
H -2.3633 1.3903 -2.8084 -0.1011
H -1.9963 2.9964 -2.3601 0.0389
H -4.7938 4.2407 -4.0450 0.0175
C -4.3312 -1.7903 0.6091 -0.0453
C -4.1951 -1.8308 -0.9445 1.0012
C -5.1317 -0.9605 -1.7748 -0.0568
O -2.8693 -1.6124 -1.2640 -0.5033
H -5.3292 -2.1689 0.8299 0.0082
H -4.1713 -0.7986 1.0323 0.0007
H -3.5914 -2.4691 1.0333 0.0909
H -4.3705 -2.8337 -1.3337 0.3187
H -5.0049 -1.1558 -2.8397 0.0929
H -4.8349 0.0769 -1.6206 0.1098
H -6.1577 -1.1605 -1.4660 -0.0575
H -2.7622 -1.8056 -2.1982 0.3118
C 3.5864 5.0008 0.2878 -0.0016
C 4.1283 3.8337 1.0041 -0.0036
C 3.5975 2.5384 0.3869 0.0135
O 5.5472 3.8513 0.8571 -0.0015
H 3.9181 5.0179 -0.7504 0.0015
H 4.1125 5.8696 0.6833 -0.0006
H 2.5116 5.1436 0.3991 0.0014
H 3.9279 3.8979 2.0736 0.0005
H 2.5195 2.4952 0.2312 0.0013
H 3.7803 1.7273 1.0918 0.0009
H 4.0635 2.2777 -0.5633 -0.0036
H 5.8229 3.0651 1.3340 0.0003
C 3.7380 -2.8355 3.9018 -0.0007
C 3.9100 -1.7171 2.9070 -0.0103
C 2.5822 -1.2307 2.3306 0.0130
O 4.5273 -0.6617 3.5679 -0.0020
H 3.0885 -2.5342 4.7236 0.0031
H 4.6801 -3.1680 4.3376 -0.0034
H 3.2685 -3.6494 3.3493 -0.0005
H 4.5145 -2.1164 2.0926 0.0099
H 2.7523 -0.5220 1.5201 0.0067
H 1.9226 -0.7150 3.0286 -0.0010
H 1.9128 -2.0191 1.9865 -0.0098
H 4.0061 -0.4874 4.3550 -0.0010
C 0.4674 -3.4293 5.0855 0.0004
C -0.9755 -3.3435 4.7153 0.0037
C -1.1005 -2.8575 3.2935 -0.0037
O -1.6562 -4.5433 4.7199 -0.0032
H 0.9654 -4.3058 4.6711 0.0014
H 0.6097 -3.2494 6.1512 0.0007
H 0.9517 -2.5142 4.7446 -0.0008
H -1.5511 -2.6320 5.3073 0.0012
H -0.7421 -1.8439 3.1138 0.0021
H -2.1469 -2.8840 2.9893 0.0078
H -0.5866 -3.5452 2.6219 -0.0085
H -1.4240 -5.1091 3.9800 0.0018
C -2.2710 -1.4217 -5.8338 0.5030
C -1.7404 -2.2485 -4.6512 0.3866
C -0.5220 -1.6814 -3.9399 0.2137
O -2.7668 -2.5524 -3.7967 -2.7379
H -3.1677 -1.8980 -6.2304 -0.5553
H -1.4583 -1.3601 -6.5575 0.0206
H -2.4272 -0.3840 -5.5389 0.2570
H -1.3987 -3.2189 -5.0112 -0.5642
H -0.3275 -2.2332 -3.0203 0.6033
H -0.7526 -0.6570 -3.6474 0.1523
H 0.4004 -1.6941 -4.5205 -0.1934
H -3.5194 -2.8254 -4.3264 1.5830
C 3.0544 -4.6974 -1.9614 0.1597
C 3.0802 -3.5624 -0.8967 -0.1408
C 2.1359 -2.4173 -1.3224 0.0655
O 2.5640 -4.0301 0.3353 -0.0345
H 2.1057 -5.2291 -2.0334 0.0026
H 3.7875 -5.4866 -1.7945 0.0069
H 3.2199 -4.3054 -2.9649 -0.0522
H 4.0972 -3.1877 -0.7807 -0.0635
H 1.0827 -2.6920 -1.3815 0.0866
H 2.4105 -1.9942 -2.2886 -0.0434
H 2.3700 -1.6518 -0.5826 0.0302
H 3.2635 -4.6004 0.6625 0.0253
C -3.1936 4.3083 2.5638 -0.0016
C -2.6113 3.4015 1.5274 0.0044
C -1.2886 3.9880 1.0051 0.0003
O -2.3729 2.1390 2.1585 -0.0208
H -3.4706 5.2164 2.0284 -0.0023
H -2.4156 4.5619 3.2840 0.0012
H -4.0133 3.8215 3.0922 0.0011
H -3.2785 3.2681 0.6759 0.0061
H -0.4261 4.1211 1.6582 0.0046
H -1.4868 4.9863 0.6148 -0.0077
H -0.9777 3.3631 0.1679 0.0057
H -2.0488 1.5586 1.4659 0.0010
C 1.8736 1.2480 -3.2740 -0.1036
C 2.4667 2.1715 -4.2854 0.0924
C 3.1656 3.3070 -3.4899 0.0066
O 3.4185 1.4150 -5.0028 -0.0537
H 2.6067 0.9630 -2.5193 -0.0030
H 1.5143 0.3504 -3.7771 0.0243
H 0.9898 1.7223 -2.8475 -0.0224
H 1.6960 2.5795 -4.9395 0.0085
H 3.6227 3.9950 -4.2011 -0.0115
H 4.0133 2.9629 -2.8972 0.0119
H 2.5231 3.9032 -2.8419 -0.0037
H 3.9239 2.0998 -5.4469 0.0056
C -0.7575 -4.4089 -0.3900 0.0420
O 0.0960 -4.9654 0.5733 -0.0994
H -0.3442 -4.5593 -1.3873 0.0502
H -1.6685 -5.0071 -0.4050 -0.0461
H -0.9966 -3.3597 -0.2165 0.0989
H 0.9679 -4.6455 0.3302 0.0194
C -0.3889 -0.0985 0.0705 -0.1394
O -1.7040 0.0676 0.5206 0.0208
H 0.2970 0.5947 0.5576 0.0256
H -0.1241 -1.1309 0.2986 0.0055
H -0.3239 0.1560 -0.9874 -0.0206
H -2.2238 -0.4065 -0.1325 -0.0126

132
Properties=species:S:1:pos:R:3:lowdin_charge:R:1 method="wB97M-V/def2-TZVPD" smiles=CC(C)O.CC(C)O.CCOCC.CCOCC.CCOCC.CCO.CCO.CCO.CCO.CCO.CCO.CCO spin_multiplicity=1 relative_energy_kcal_mol=144.2 e_homo_ev=-9.56 e_tot_ev=-59175.0366 lumo_energy_ha=0.0072
C 6.6306 1.7658 2.4742 -0.0611
C 5.7745 1.5189 3.7133 -0.5072
C 6.5384 1.5228 5.0092 -0.0578
O 4.8718 2.6146 3.7487 -0.0658
H 7.2181 0.8769 2.2444 0.0738
H 7.3236 2.5975 2.6012 0.0827
H 6.0477 1.9445 1.5707 0.0741
H 5.1293 0.6452 3.6217 0.1326
H 7.2336 0.6889 5.1062 0.0822
H 5.8450 1.3600 5.8343 0.0754
H 6.9689 2.5131 5.1577 0.0873
H 4.2881 2.4744 2.9995 0.0835
C 3.8363 -0.9140 -6.2378 -0.0527
C 2.4615 -0.4563 -6.6734 -0.5072
C 2.3601 0.1790 -8.0826 -0.0534
O 1.7202 -1.6184 -6.8151 -0.0643
H 4.6862 -0.2317 -6.2257 0.0792
H 4.0934 -1.7358 -6.9062 0.0831
H 3.8395 -1.2912 -5.2152 0.0752
H 1.9776 0.2352 -5.9836 0.1296
H 1.3695 0.0172 -8.5077 0.0715
H 3.0411 -0.3047 -8.7829 0.0773
H 2.6307 1.2349 -8.0761 0.0737
H 0.8401 -1.4470 -7.1579 0.0882
C -4.2214 -3.5978 -2.9049 -0.0809
C -5.6066 -4.0439 -3.3198 -0.2823
O -6.1349 -2.9388 -4.0460 -0.1758
C -7.5479 -3.0064 -4.3002 -0.2884
C -8.0412 -1.6891 -4.7830 -0.0812
H -3.6625 -4.2901 -2.2752 0.0737
H -3.6052 -3.4896 -3.7975 0.0729
H -4.2175 -2.6123 -2.4391 0.0710
H -5.5711 -4.9675 -3.8976 0.1167
H -6.2192 -4.2264 -2.4369 0.1096
H -7.7432 -3.8544 -4.9566 0.1196
H -8.0050 -3.1992 -3.3296 0.1098
H -7.3280 -1.3559 -5.5370 0.0794
H -8.0293 -0.9402 -3.9912 0.0773
H -9.0514 -1.7628 -5.1856 0.0791
C 5.6696 9.5316 -5.5102 -0.0787
C 4.5913 8.4989 -5.4007 -0.3237
O 5.0826 7.4995 -4.5671 -0.1746
C 4.0951 6.5544 -4.1463 -0.2771
C 4.8913 5.5409 -3.3469 -0.0661
H 5.8933 9.9226 -4.5176 0.0766
H 6.6303 9.1279 -5.8298 0.0773
H 5.4576 10.3343 -6.2165 0.0753
H 3.5832 8.8261 -5.1462 0.1177
H 4.4212 8.0813 -6.3931 0.1117
H 3.2486 7.0110 -3.6334 0.1148
H 3.6880 6.1998 -5.0932 0.1129
H 4.1734 4.7979 -2.9995 0.0718
H 5.3137 6.0195 -2.4634 0.0808
H 5.5916 5.1230 -4.0701 0.0814
C -5.6726 9.2478 0.2921 -0.0872
C -4.6784 8.2419 -0.2224 -0.2757
O -3.3100 8.6582 0.0043 -0.1634
C -2.3225 7.6393 -0.0281 -0.2645
C -2.1971 6.7605 1.2782 -0.0645
H -5.7183 9.2825 1.3805 0.0796
H -5.4974 10.1948 -0.2185 0.0767
H -6.6718 9.0039 -0.0687 0.0736
H -4.9183 7.3367 0.3354 0.1078
H -4.8661 8.0724 -1.2827 0.1152
H -2.5297 7.0179 -0.8994 0.1026
H -1.3373 8.0439 -0.2598 0.1080
H -1.3476 6.0824 1.1972 0.0665
H -3.0941 6.1800 1.4939 0.0573
H -2.0289 7.4411 2.1128 0.0681
C -0.0907 0.8864 6.5999 -0.0895
C 0.9494 0.2150 7.4738 -0.3339
O 0.3699 -0.9629 7.9623 -0.0913
H -1.0198 1.0637 7.1416 0.0720
H -0.5228 0.2530 5.8251 0.0709
H 0.2733 1.7977 6.1253 0.0747
H 1.2620 0.8413 8.3093 0.1108
H 1.7830 -0.1437 6.8700 0.1094
H 1.1063 -1.4602 8.3256 0.0790
C -7.8182 -1.9998 3.8690 -0.0970
C -6.7623 -2.5676 2.9182 -0.3226
O -5.5280 -1.9525 3.2750 -0.0886
H -8.7123 -2.5423 3.5617 0.0683
H -7.9680 -0.9275 3.7435 0.0776
H -7.5428 -2.2901 4.8829 0.0714
H -7.1227 -2.2490 1.9401 0.1052
H -6.6826 -3.6545 2.9393 0.1086
H -5.2771 -2.3522 4.1110 0.0766
C -3.0544 1.8525 -2.8215 -0.1017
C -3.9192 1.7046 -1.6130 -0.3560
O -3.1805 1.2094 -0.5203 -0.0676
H -2.3374 2.6396 -2.5880 0.0759
H -3.6350 2.1726 -3.6868 0.0762
H -2.5870 0.9016 -3.0771 0.0759
H -4.7360 1.0410 -1.8966 0.1105
H -4.2875 2.7113 -1.4156 0.1065
H -3.7468 0.6050 -0.0349 0.0807
C -1.7217 -5.9818 7.7868 -0.0913
C -2.0692 -5.1537 6.5546 -0.3622
O -2.7879 -4.0340 6.9048 -0.0635
H -1.1782 -6.8558 7.4276 0.0682
H -2.5862 -6.3185 8.3588 0.0757
H -1.0031 -5.5121 8.4584 0.0684
H -2.6612 -5.7708 5.8787 0.1108
H -1.1760 -4.8987 5.9844 0.1081
H -2.1972 -3.5394 7.4775 0.0843
C 1.0965 -2.1823 1.6149 -0.0963
C 1.5169 -1.2354 0.5126 -0.3251
O 1.2428 0.1241 0.8537 -0.0920
H 1.7190 -2.0486 2.4996 0.0706
H 1.2324 -3.1860 1.2122 0.0752
H 0.1046 -1.8695 1.9412 0.0730
H 0.9153 -1.4014 -0.3811 0.1079
H 2.5829 -1.4057 0.3619 0.1102
H 0.2959 0.2789 0.8214 0.0755
C 4.1598 -7.7751 3.9753 -0.0997
C 5.4059 -8.2882 4.6287 -0.3240
O 5.3743 -7.6159 5.8885 -0.0877
H 4.3011 -6.7710 3.5754 0.0746
H 3.2993 -7.6530 4.6331 0.0764
H 3.8460 -8.4966 3.2210 0.0718
H 6.3389 -8.1513 4.0820 0.1073
H 5.3910 -9.3700 4.7616 0.1046
H 5.9216 -8.1344 6.4830 0.0767
C 3.0655 -8.0165 -3.0529 -0.0845
C 2.7967 -6.5574 -3.4916 -0.3075
O 2.2903 -6.5276 -4.8312 -0.0908
H 3.8170 -8.4801 -3.6920 0.0683
H 2.1884 -8.6511 -3.1798 0.0682
H 3.3728 -8.0908 -2.0098 0.0678
H 3.6842 -5.9378 -3.3636 0.1029
H 2.0117 -6.1153 -2.8780 0.0985
H 2.3145 -5.6570 -5.2350 0.0769